Entry 1:
C39H72N3O5 | ωB97M-V/def2-TZVPD

Values from the calculation:
Kohn-Sham gap: 6.774 eV
charge: +1
HOMO level: -9.16 eV
E_LUMO: -2.386 eV
multiplicity: 1
relative energy (zero: lowest compared OMol25 entry of this formula, charge and spin): 0.0 kcal per mole

Geometry (Å):
O  -2.649  -1.661  -7.188
O  2.613  -0.345  -9.332
O  0.740  -2.255  -10.392
O  -1.301  -1.044  7.596
O  -1.221  3.575  10.874
N  -0.670  -1.289  -8.311
N  -4.223  4.185  10.527
N  1.250  -2.583  -8.177
C  -0.167  -1.799  7.193
C  -3.538  2.929  11.032
C  -2.199  3.040  11.735
C  4.953  -0.190  -9.601
C  -3.845  5.647  12.639
C  1.456  -0.035  -8.586
C  5.461  0.495  -5.342
C  -2.519  -1.454  -0.211
C  -1.169  -1.306  -2.341
C  4.761  -0.427  -11.093
C  -5.407  3.708  9.734
C  -3.367  5.048  9.626
C  0.614  -1.030  -6.360
C  -2.836  4.349  8.394
C  0.740  -1.240  -7.903
C  3.999  -1.730  -11.394
C  2.569  -2.910  -7.615
C  0.059  -2.270  3.965
C  4.022  0.072  -7.378
C  6.215  -0.004  -9.029
C  -1.709  -1.961  2.142
C  1.045  -2.996  -9.497
C  3.832  -0.148  -8.740
C  -0.977  -2.948  3.069
C  -1.910  -2.502  0.735
C  -1.020  -1.688  -3.837
C  -1.544  -1.225  -7.224
C  -0.782  -0.474  -6.141
C  0.400  -3.185  5.168
C  -1.415  -0.522  -4.749
C  6.396  0.208  -7.658
C  -2.400  -1.907  -1.682
C  -4.809  5.037  11.634
C  5.290  0.259  -6.815
C  -0.121  4.180  11.552
C  6.082  -0.439  -11.858
C  1.224  -4.472  -9.731
C  -0.997  0.242  8.077
C  -0.611  -2.949  6.298
H  0.745  0.372  -9.301
H  7.105  -0.043  -9.633
H  -0.497  -3.738  2.497
H  -5.071  3.032  8.956
H  -1.292  0.357  9.122
H  -1.568  0.972  7.498
H  -0.399  -1.368  4.374
H  -4.003  5.886  9.334
H  1.638  0.766  -7.875
H  4.202  0.438  -11.452
H  -1.697  -2.522  -3.992
H  -5.902  4.573  9.301
H  0.775  4.001  10.963
H  -0.954  -2.803  0.304
H  -4.256  2.458  11.704
H  -2.351  -2.992  -1.681
H  -0.911  0.553  -6.497
H  -2.691  -1.743  2.562
H  2.567  -3.925  -7.222
H  -2.928  6.025  12.193
H  0.953  -2.030  3.398
H  -2.176  5.030  7.860
H  -1.556  -2.661  5.841
H  -3.632  4.074  7.702
H  -1.154  -1.025  2.096
H  -4.343  6.488  13.119
H  -5.351  5.830  11.120
H  -1.716  -3.401  3.728
H  -3.305  -1.585  -2.195
H  3.350  -2.876  -8.372
H  -1.978  -0.525  -0.046
H  1.335  -0.368  -5.893
H  6.714  -1.227  -11.444
H  2.829  -2.250  -6.800
H  -2.265  3.602  12.665
H  4.729  1.194  -4.947
H  0.317  -4.209  4.818
H  0.334  -2.213  8.071
H  -3.598  4.950  13.436
H  0.054  0.494  7.949
H  -1.199  -0.226  -2.217
H  -2.487  -0.608  -4.929
H  5.438  -0.425  -4.761
H  7.383  0.327  -7.238
H  -0.293  -1.651  -1.789
H  0.008  -1.998  -3.988
H  -3.565  -1.336  0.067
H  -3.418  2.291  10.159
H  5.923  -0.702  -12.898
H  0.604  -2.033  -5.945
H  -1.280  0.437  -4.256
H  -6.081  3.184  10.406
H  -5.535  4.410  12.149
H  0.536  -5.045  -9.120
H  4.421  -2.224  -12.264
H  0.524  -1.174  6.627
H  6.435  0.947  -5.171
H  1.412  -2.980  5.510
H  -0.798  -3.849  6.877
H  -2.536  -3.393  0.775
H  -2.556  5.447  10.222
H  -0.939  -0.772  -9.134
H  -2.262  3.458  8.637
H  0.021  3.763  12.549
H  2.973  -1.497  -11.660
H  -1.914  2.016  12.005
H  6.644  0.486  -11.774
H  -0.279  5.260  11.629
H  3.940  -2.398  -10.542
H  2.253  -4.733  -9.491
H  1.097  -4.662  -10.788
H  3.166  0.102  -6.718

Cartesian forces, eV/Å:
O -1.203 -0.095 -0.072
O 0.239 0.155 0.521
O -0.487 0.564 -0.307
O 0.030 0.096 0.013
O -0.087 0.035 0.041
N 0.106 0.230 0.043
N -0.201 -0.079 -0.035
N 0.587 0.816 -0.095
C -0.333 -0.467 -0.118
C 0.112 0.030 -0.080
C 0.197 0.040 0.037
C 0.176 -0.048 0.211
C -0.018 -0.087 0.125
C -0.535 -0.182 -0.578
C 0.319 0.212 -0.067
C 0.123 -1.086 0.135
C 0.084 -0.506 -0.208
C 0.453 0.094 0.107
C 0.075 -0.017 0.055
C 0.159 0.227 -0.141
C -0.438 0.017 -0.219
C -0.150 -0.246 -0.109
C -0.739 0.634 0.408
C -0.604 0.599 -0.287
C -0.230 -0.866 -0.138
C -0.233 -0.695 0.561
C -0.064 0.087 0.059
C -0.379 -0.143 0.426
C 0.186 -0.557 -0.070
C 0.307 -0.738 0.092
C 0.868 0.094 -0.085
C -0.172 0.623 0.155
C 0.061 0.584 -0.183
C -0.156 0.761 0.924
C 1.229 0.515 0.091
C -0.908 -0.448 0.226
C -0.458 0.376 -0.399
C -0.150 -0.492 -0.384
C -0.732 -0.040 -0.066
C -0.219 0.786 0.749
C 0.152 0.166 0.157
C 0.006 -0.149 -0.578
C 0.005 0.042 -0.101
C 0.229 -0.364 0.530
C 0.586 0.324 -0.141
C -0.317 0.147 -0.269
C 0.124 0.138 -0.186
H 0.096 -0.017 -0.264
H 0.011 0.014 -0.237
H 0.019 -0.154 -0.075
H -0.019 0.019 -0.037
H 0.165 -0.118 0.185
H -0.067 0.071 -0.055
H 0.229 0.379 -0.143
H -0.087 -0.044 0.065
H 0.177 0.019 0.215
H -0.330 -0.086 -0.122
H 0.197 -0.330 -0.396
H -0.031 -0.013 -0.023
H -0.008 -0.013 -0.017
H 0.194 -0.125 0.127
H 0.009 -0.051 -0.002
H -0.084 -0.194 -0.298
H 0.478 0.189 -0.032
H -0.052 0.229 0.092
H -0.071 -0.092 0.121
H -0.004 0.016 -0.014
H 0.073 0.256 -0.109
H 0.021 0.051 0.078
H -0.195 -0.021 0.044
H 0.008 0.046 -0.027
H 0.061 0.157 -0.055
H -0.041 0.024 -0.076
H -0.043 -0.052 -0.053
H -0.061 -0.335 -0.023
H -0.026 -0.144 -0.350
H 0.177 0.270 0.027
H -0.158 0.302 -0.086
H 0.484 -0.287 -0.084
H 0.109 -0.096 -0.051
H -0.054 0.214 0.021
H -0.019 0.085 -0.024
H -0.237 -0.054 0.041
H 0.332 -0.240 0.092
H 0.268 0.188 0.115
H 0.075 -0.013 -0.033
H 0.176 -0.025 0.160
H 0.007 0.171 -0.051
H -0.164 0.154 -0.008
H -0.168 -0.124 0.027
H 0.155 0.054 -0.075
H 0.101 0.011 0.061
H 0.083 -0.153 -0.225
H -0.097 0.321 0.006
H -0.016 -0.026 0.002
H -0.094 0.223 -0.215
H 0.416 0.024 0.423
H 0.302 0.068 0.166
H -0.028 -0.002 -0.016
H -0.034 -0.015 -0.040
H -0.046 -0.146 0.086
H 0.223 -0.276 0.069
H 0.090 0.221 0.073
H 0.124 0.015 0.085
H 0.169 -0.248 0.115
H 0.026 -0.092 0.115
H -0.084 -0.129 -0.095
H 0.042 -0.129 0.061
H -0.083 -0.545 -0.308
H 0.088 0.060 0.031
H 0.012 -0.045 -0.007
H -0.228 -0.067 0.077
H -0.162 -0.037 0.066
H -0.059 0.190 -0.141
H 0.004 -0.019 0.088
H 0.262 -0.210 0.068
H 0.022 -0.271 0.195
H -0.251 -0.101 -0.120
H 0.016 0.010 0.036

Atom charges from the Löwdin analysis, given in e for atoms 1 to 99: 0.132, -0.030, 0.100, -0.182, -0.207, 0.133, -0.268, -0.026, -0.235, -0.066, -0.198, -0.111, -0.043, -0.081, -0.053, -0.210, -0.211, -0.344, 0.013, -0.157, -0.062, -0.045, -0.364, -0.045, -0.024, -0.212, 0.007, -0.019, -0.215, -0.495, -0.211, -0.214, -0.232, -0.173, -0.431, -0.216, -0.201, -0.144, -0.044, -0.215, -0.153, -0.270, -0.061, -0.091, 0.018, -0.122, -0.177, 0.130, 0.097, 0.113, 0.105, 0.072, 0.076, 0.106, 0.138, 0.126, 0.141, 0.114, 0.120, 0.097, 0.111, 0.148, 0.110, 0.159, 0.114, 0.092, 0.079, 0.112, 0.102, 0.107, 0.083, 0.106, 0.097, 0.132, 0.106, 0.112, 0.085, 0.103, 0.116, 0.083, 0.082, 0.105, 0.076, 0.106, 0.127, 0.079, 0.085, 0.102, 0.116, 0.080, 0.105, 0.107, 0.094, 0.108, 0.130, 0.075, 0.118, 0.107, 0.115

---

Entry 2:
C10H18AuNO6 | ωB97M-V/def2-TZVPD

Values from the calculation:
Kohn-Sham gap (alpha / beta): 9.090 / 6.239 eV
HOMO level (alpha / beta): -8.67 / -9.50 eV
E_LUMO (alpha / beta): 0.422 / -3.261 eV
multiplicity: 3
relative energy (zero: lowest compared OMol25 entry of this formula, charge and spin): 0.0 kcal per mole

Geometry (Å):
Au  -0.626  -0.270  -0.441
O  -1.475  3.224  1.620
O  2.351  -0.265  -0.160
O  -1.257  -0.329  -2.384
O  0.686  -3.524  1.810
O  -0.943  1.831  -0.053
O  -0.006  -2.284  0.077
N  -0.100  -0.066  1.692
C  0.573  1.109  -3.052
C  0.259  -1.251  -3.896
C  -1.366  0.553  -4.587
C  0.195  -2.516  1.339
C  -0.282  -1.401  2.289
C  1.281  0.442  1.891
C  -1.056  0.953  2.176
C  2.405  -0.352  1.260
C  -1.168  2.131  1.194
C  -0.456  0.054  -3.461
H  -0.464  -1.971  -4.279
H  1.119  1.443  -3.933
H  2.381  -1.392  1.596
H  1.284  0.707  -2.326
H  0.067  1.965  -2.600
H  -1.348  -1.571  2.445
H  2.706  -1.079  -0.524
H  -1.842  1.489  -4.290
H  -2.143  -0.183  -4.793
H  0.974  -0.992  -4.674
H  -0.782  1.326  3.163
H  1.469  0.452  2.970
H  -0.780  0.722  -5.490
H  3.340  0.091  1.614
H  0.780  -1.694  -3.044
H  1.315  1.468  1.524
H  0.232  -1.490  3.245
H  -2.050  0.509  2.230

Cartesian forces, eV/Å:
Au 0.432 0.060 0.960
O 0.081 -0.173 -0.178
O -0.089 0.108 0.091
O -0.166 -0.147 -0.156
O -0.117 0.197 -0.191
O -0.131 0.123 -0.167
O 0.033 -0.079 -0.185
N -0.009 -0.018 -0.004
C -0.123 -0.070 0.190
C -0.166 -0.170 0.248
C -0.063 -0.076 0.222
C -0.019 0.030 0.018
C 0.015 -0.089 -0.208
C 0.015 0.017 -0.033
C -0.038 0.016 -0.113
C -0.110 -0.098 -0.090
C 0.053 -0.048 0.028
C 0.251 0.300 -0.436
H 0.052 0.035 0.001
H 0.011 -0.003 -0.011
H 0.018 -0.004 -0.040
H -0.012 0.022 -0.039
H 0.039 -0.024 -0.032
H -0.031 0.055 0.047
H -0.042 -0.104 -0.048
H 0.022 -0.013 -0.047
H 0.039 0.024 -0.032
H 0.005 0.014 -0.016
H 0.034 -0.013 0.049
H -0.026 0.120 0.067
H -0.009 0.015 0.007
H 0.017 0.001 0.077
H 0.024 0.039 -0.078
H -0.039 0.008 -0.031
H 0.031 0.047 0.053
H 0.018 -0.100 0.075

How positive or negative is each atom? The Löwdin charges in e answer that: 1.237, 0.070, -0.083, -0.091, 0.056, -0.142, -0.148, -0.250, -0.034, 0.003, -0.021, -0.664, -0.090, -0.137, -0.101, -0.219, -0.649, -0.685, 0.094, 0.095, 0.120, 0.066, 0.087, 0.133, 0.095, 0.093, 0.090, 0.098, 0.135, 0.138, 0.092, 0.126, 0.085, 0.137, 0.135, 0.132

---

Entry 3:
C32H40GeN4S7Sc | ωB97M-V/def2-TZVPD

Values from the calculation:
Kohn-Sham gap: 5.774 eV
charge: -1
HOMO level: -3.89 eV
E_LUMO: 1.884 eV
multiplicity: 1
relative energy (zero: lowest compared OMol25 entry of this formula, charge and spin): 50.6 kcal per mole

Geometry (Å):
Ge  3.132  0.966  -2.058
Sc  0.270  1.710  0.121
S  0.315  2.768  3.016
S  -1.846  2.208  -1.251
S  -0.477  -0.250  1.583
S  1.082  -1.195  -1.096
S  0.519  4.310  -0.180
S  3.466  3.603  1.887
S  3.149  0.546  3.154
N  0.558  6.326  -3.262
N  -2.746  -0.871  0.198
N  -2.079  3.616  -4.607
N  -1.386  -1.146  -2.255
C  -4.787  -4.075  2.598
C  -2.092  -3.697  -4.531
C  1.051  4.433  3.139
C  -3.733  -1.926  2.246
C  -0.685  -0.984  -1.043
C  -0.828  -1.810  -3.415
C  -1.241  -3.261  -3.521
C  0.193  5.457  -2.598
C  1.044  1.933  4.480
C  -3.547  -0.680  1.392
C  2.572  4.544  3.174
C  -4.069  -4.251  3.772
C  -1.172  3.512  -2.198
C  -1.344  -0.774  0.143
C  3.511  -0.383  -3.457
C  4.741  2.843  2.942
C  -3.031  -2.106  3.435
C  -2.824  -1.040  -2.194
C  -3.325  -1.634  -0.879
C  -0.235  4.396  -1.753
C  2.527  2.602  -2.978
C  4.844  1.448  -1.174
C  -4.623  -2.920  1.847
C  -2.010  -5.943  -3.680
C  1.718  0.587  4.258
C  -1.672  3.602  -3.529
C  1.858  0.398  -0.665
C  -0.779  -4.187  -2.588
C  4.256  1.776  3.924
C  -3.195  -3.258  4.190
C  -2.475  -5.030  -4.614
C  -1.161  -5.517  -2.667
H  2.461  0.132  0.203
H  -2.636  -3.381  5.110
H  1.575  2.448  -3.490
H  2.403  3.400  -2.245
H  2.016  0.182  5.227
H  0.212  1.771  5.166
H  -2.455  -2.985  -5.264
H  -2.343  -1.337  3.755
H  5.091  0.742  -0.378
H  2.602  -0.605  -4.017
H  2.962  4.208  4.134
H  -3.265  -1.565  -3.043
H  5.450  2.409  2.237
H  1.025  -0.111  3.790
H  -5.198  -2.792  0.937
H  5.665  1.464  -1.893
H  -4.195  -5.151  4.360
H  -0.117  -3.851  -1.797
H  3.727  2.221  4.767
H  -1.138  -1.270  -4.315
H  -3.109  0.121  1.985
H  2.839  5.595  3.053
H  4.258  0.013  -4.146
H  5.119  1.239  4.318
H  3.259  2.934  -3.716
H  -3.134  -5.353  -5.410
H  4.749  2.447  -0.744
H  -0.788  -6.227  -1.938
H  -4.533  -0.350  1.049
H  -3.024  -2.691  -0.831
H  -5.478  -4.842  2.270
H  5.248  3.645  3.481
H  -4.413  -1.569  -0.824
H  0.254  -1.747  -3.335
H  -2.301  -6.984  -3.744
H  3.885  -1.310  -3.021
H  0.646  4.937  2.262
H  1.720  2.655  4.937
H  -3.121  0.011  -2.230
H  0.639  4.902  4.034

Cartesian forces, eV/Å:
Ge 0.070 0.294 -0.096
Sc -0.812 -0.454 0.480
S 0.306 0.059 -0.151
S 0.503 -0.065 0.078
S 0.059 0.343 0.099
S -0.030 0.230 0.054
S 0.145 -0.443 0.101
S 0.028 0.071 0.214
S 0.090 0.076 -0.010
N -0.037 -0.048 0.063
N 0.076 0.099 -0.080
N 0.007 0.038 0.092
N 0.198 0.150 0.034
C -0.037 -0.060 -0.024
C 0.019 -0.002 0.022
C -0.024 -0.365 0.022
C -0.001 0.070 -0.025
C 0.064 -0.055 0.083
C -0.108 -0.045 0.149
C 0.017 -0.013 -0.107
C 0.179 0.326 -0.307
C -0.326 0.085 -0.232
C 0.167 -0.129 -0.089
C 0.117 -0.151 -0.231
C 0.018 0.026 0.038
C 0.100 0.107 0.535
C -0.049 0.073 0.041
C -0.116 0.099 0.293
C -0.350 0.094 -0.172
C -0.028 -0.002 -0.123
C -0.078 0.066 0.092
C 0.117 0.020 -0.136
C -0.268 -0.396 0.056
C 0.064 -0.174 0.036
C -0.197 -0.091 -0.047
C -0.018 -0.058 0.002
C -0.020 -0.018 -0.053
C 0.209 0.120 -0.206
C -0.131 0.097 -0.470
C 0.247 -0.250 -0.745
C -0.022 0.030 0.030
C -0.167 -0.260 -0.204
C 0.021 0.001 0.053
C -0.002 -0.040 0.003
C 0.047 0.000 0.058
H 0.031 0.217 0.331
H -0.004 0.001 -0.011
H -0.015 -0.004 0.018
H -0.026 0.027 0.003
H -0.118 -0.008 0.045
H 0.052 0.050 0.105
H 0.016 0.013 0.007
H 0.096 0.061 0.008
H -0.010 0.009 -0.019
H 0.005 -0.026 0.004
H -0.021 0.065 0.020
H 0.027 -0.032 0.008
H 0.037 -0.015 -0.036
H -0.057 -0.073 0.062
H 0.018 0.005 0.033
H -0.008 0.002 -0.014
H 0.000 0.001 -0.012
H -0.005 -0.028 0.007
H 0.066 0.028 0.002
H 0.003 -0.024 0.009
H 0.023 -0.012 0.008
H -0.057 0.034 0.120
H 0.009 0.023 0.011
H 0.026 0.097 0.098
H 0.009 -0.053 -0.007
H -0.008 -0.002 0.013
H 0.010 0.016 0.055
H -0.012 0.009 0.002
H -0.018 0.068 0.048
H -0.128 -0.031 0.001
H -0.003 0.027 -0.020
H 0.128 -0.068 0.010
H 0.008 0.017 -0.003
H 0.040 0.052 -0.113
H -0.009 0.008 0.007
H -0.018 -0.016 -0.023
H -0.024 0.083 0.073
H -0.021 -0.049 0.054
H -0.085 -0.040 -0.087
H -0.007 0.114 -0.037

How positive or negative is each atom? The Löwdin charges in e answer that: 0.740, 0.388, 0.800, 0.658, 0.596, 0.822, 0.581, 0.814, 0.849, 0.152, -0.141, 0.151, -0.136, -0.095, -0.055, -0.542, -0.188, -0.605, -0.157, -0.205, -0.303, -0.489, -0.153, -0.510, -0.109, -0.745, -0.714, -0.235, -0.537, -0.048, -0.152, -0.149, -0.763, -0.218, -0.220, -0.050, -0.109, -0.550, -0.297, -0.761, -0.030, -0.523, -0.091, -0.098, -0.087, -0.056, 0.097, 0.022, -0.012, 0.077, 0.074, 0.108, 0.088, 0.010, 0.003, 0.056, 0.119, 0.064, 0.009, 0.102, 0.009, 0.094, 0.103, 0.056, 0.126, 0.092, 0.075, 0.010, 0.066, 0.020, 0.095, -0.006, 0.099, 0.125, 0.132, 0.097, 0.073, 0.115, 0.068, 0.093, 0.011, -0.008, 0.054, 0.076, 0.078